No. 1
Computed, not measured: a molecular structure, C19H20AuNOP, with ωB97M-V/def2-TZVPD.

Geometry (Å):
Au 1.78754 -0.12814 -2.21602
C 1.53182 -3.60922 -1.83044
P 0.97849 -1.94788 -1.28832
C 1.25540 -2.06595 0.52964
C 0.74795 -3.11466 1.29535
C 0.96009 -3.15962 2.66396
C 1.67747 -2.14495 3.28719
C 2.17292 -1.09023 2.53649
C 1.96255 -1.04970 1.16301
C -0.85038 -2.09805 -1.31142
C -1.54740 -3.27258 -1.57267
C -2.93781 -3.29229 -1.54420
C -3.64114 -2.13643 -1.24485
C -2.95062 -0.95790 -0.98440
C -1.56593 -0.93253 -1.02511
H 1.13617 -4.42846 -1.22877
H 2.61964 -3.61326 -1.76576
H 1.25304 -3.74793 -2.87549
H 0.16225 -3.89482 0.82120
H 0.55893 -3.97950 3.24786
H 1.84059 -2.17553 4.35789
H 2.72157 -0.29041 3.01828
H 2.33207 -0.22450 0.56393
H -1.01334 -4.18414 -1.81166
H -3.46829 -4.21264 -1.75825
H -4.72426 -2.15021 -1.22194
H -3.49447 -0.04822 -0.75958
H -1.02309 -0.00940 -0.83738
C -0.06424 6.44951 0.63038
C -0.06895 4.96068 0.41411
C -0.84743 4.11345 1.19368
C -0.80712 2.74994 0.94229
N -0.06406 2.18863 -0.00592
C 0.69314 2.99513 -0.76396
C 0.70666 4.37358 -0.57545
H -0.72515 6.73376 1.44972
H -0.39186 6.97312 -0.26961
H 0.94120 6.80436 0.86412
H -1.47660 4.50449 1.98535
H -1.41025 2.07182 1.54181
H 1.31491 2.52129 -1.54749
H 1.33707 4.97970 -1.21648
O 2.38096 1.53969 -2.85110

Force components x, y, z for each atom (eV/Å):
Au 0.0128 0.0558 -0.0310
C 0.0037 0.0114 0.0043
P 0.0188 -0.0483 0.0042
C -0.0195 0.0062 0.0048
C 0.0013 0.0051 -0.0067
C -0.0049 -0.0056 0.0058
C -0.0004 0.0021 0.0008
C 0.0034 -0.0059 -0.0044
C 0.0146 0.0043 -0.0093
C 0.0093 0.0116 0.0381
C -0.0042 0.0034 -0.0208
C 0.0044 0.0021 -0.0048
C 0.0015 0.0026 -0.0014
C -0.0001 0.0178 0.0002
C -0.0012 -0.0345 0.0160
H -0.0068 -0.0035 0.0022
H -0.0003 -0.0022 -0.0037
H 0.0028 -0.0002 -0.0035
H 0.0003 -0.0069 -0.0001
H -0.0003 -0.0001 -0.0014
H -0.0013 0.0001 0.0007
H -0.0002 0.0033 -0.0021
H -0.0053 -0.0011 0.0057
H 0.0008 0.0016 0.0045
H 0.0002 0.0011 0.0016
H 0.0019 0.0027 0.0005
H 0.0010 -0.0026 -0.0008
H -0.0059 0.0076 -0.0108
C -0.0008 0.0013 0.0002
C -0.0041 -0.0011 -0.0019
C 0.0050 0.0007 0.0038
C 0.0064 -0.0004 -0.0088
N -0.0188 -0.0077 -0.0108
C 0.0182 0.0004 -0.0249
C 0.0245 0.0005 -0.0080
H 0.0000 -0.0002 -0.0003
H 0.0001 0.0009 0.0000
H -0.0004 0.0004 -0.0002
H 0.0008 0.0022 -0.0005
H 0.0042 0.0008 0.0005
H -0.0439 -0.0221 0.0295
H 0.0001 0.0002 0.0002
O -0.0175 -0.0037 0.0328

- HOMO-LUMO gap: 5.7 eV
- Multiplicity: 1
- Total charge: -1
- HOMO: -2.84 eV
- Energy: -1343.0440 a.u.

=====

No. 2
Computed, not measured: a single C19H20Cl2N2O2 molecule, with ωB97M-V/def2-TZVPD.

Geometry (Å):
C 2.87525 -1.18331 -3.14339
N 2.95739 0.17488 -2.64243
C 2.44929 0.35454 -1.29056
C 1.00436 0.90555 -1.25998
N 0.29795 0.48038 -2.44403
C -0.59549 -0.53254 -2.49277
O -1.02829 -0.98188 -3.53869
C -1.04756 -1.06197 -1.16347
C -0.58854 -2.29158 -0.71097
C -1.03131 -2.78915 0.50242
C -1.93149 -2.06678 1.26432
C -2.40544 -0.84113 0.81339
C -3.36863 -0.05226 1.66663
O -3.02236 -0.06051 3.04059
C -1.85163 0.49127 3.42356
C -0.96898 1.16339 2.58530
C 0.21190 1.68010 3.09520
Cl 1.29157 2.48690 2.01573
C 0.54057 1.55872 4.43237
C -0.33965 0.90040 5.27592
C -1.51517 0.37132 4.78120
Cl -2.60307 -0.45771 5.82839
C -1.96426 -0.34566 -0.40482
C 0.85201 1.00524 -3.67978
C 2.38135 1.15469 -3.53777
H 3.43435 -1.83546 -2.47306
H 3.35050 -1.21472 -4.12320
H 1.85425 -1.57266 -3.24213
H 2.49317 -0.60264 -0.76901
H 3.10640 1.05735 -0.76513
H 1.01740 2.00048 -1.24797
H 0.49128 0.55605 -0.36547
H 0.11409 -2.85252 -1.30896
H -0.67199 -3.74367 0.85626
H -2.27099 -2.44664 2.21648
H -4.35979 -0.51701 1.64166
H -3.46041 0.97821 1.29982
H -1.18517 1.28712 1.53812
H 1.46282 1.96731 4.81089
H -0.11057 0.79235 6.32374
H -2.33040 0.60436 -0.77050
H 0.39312 1.97414 -3.90925
H 0.58949 0.30346 -4.47463
H 2.85380 1.05989 -4.51698
H 2.62889 2.14168 -3.13705

Force components x, y, z for each atom (eV/Å):
C 0.0358 0.0326 0.0329
N 0.0226 -0.0572 -0.0593
C 0.0342 0.2452 0.1461
C 0.2935 -0.0575 0.2654
N 0.0765 0.1407 -0.1081
C -0.0583 0.0151 0.0767
O -0.1234 -0.2025 -0.0922
C -0.2017 -0.2218 -0.0093
C 0.0160 0.1496 -0.1177
C 0.0006 -0.0266 0.0568
C -0.0664 0.0467 -0.0164
C 0.0121 0.0172 0.0122
C -0.1676 -0.0127 -0.3030
O 0.0252 -0.0081 0.1792
C 0.2674 0.0892 0.2973
C -0.1158 0.0140 -0.0397
C -0.1945 -0.1537 0.3018
Cl 0.1951 0.1573 -0.1583
C 0.0291 0.0390 -0.1303
C -0.1192 -0.0339 -0.1683
C -0.0590 0.0041 -0.2288
Cl -0.0864 -0.0954 0.1892
C -0.0076 -0.1792 0.0428
C 0.0153 -0.0388 -0.3273
C -0.0245 0.0480 0.0715
H -0.0042 -0.0812 -0.0354
H 0.0116 -0.0947 -0.0581
H -0.0578 -0.0582 -0.0383
H 0.0089 0.0094 0.0155
H -0.0878 -0.0691 0.1263
H -0.0458 -0.0595 0.0843
H 0.0573 0.1666 -0.0597
H 0.0681 -0.0613 -0.0791
H 0.0349 -0.0845 0.0303
H -0.0144 -0.0447 0.1144
H 0.1338 0.1547 0.0002
H 0.0130 -0.0963 0.0285
H -0.0088 0.0110 -0.0786
H 0.0960 0.0452 0.0101
H -0.0081 -0.0276 0.1082
H -0.0097 0.1526 -0.0075
H 0.0197 -0.0560 -0.0732
H 0.0234 0.1423 0.0926
H -0.0326 0.1054 0.0057
H 0.0037 0.0345 -0.0997

- SMILES: CN1CCN(C(=O)c2cccc(COc3cc(Cl)ccc3Cl)c2)CC1
- HOMO-LUMO gap: 9.0 eV
- Multiplicity: 1
- HOMO: -8.36 eV
- Energy: -1916.3947 a.u.

=====

No. 3
Computed, not measured: a molecular structure, C19H20Cl4MnN7O4S, with ωB97M-V/def2-TZVPD.

Geometry (Å):
Mn -1.07767 -0.19475 -0.10933
Cl -1.39024 2.17374 6.26991
C -1.19101 2.07062 4.54735
C -0.87600 3.19844 3.81717
Cl -0.69522 4.74139 4.59732
C -0.70965 3.08533 2.42237
Cl -0.26452 4.46986 1.45667
C -0.87200 1.87861 1.76510
O -0.69553 1.72326 0.46342
C -1.24001 0.72123 2.50818
O -1.37222 -0.40111 1.85544
C -1.35614 0.83568 3.88939
Cl -1.70532 -0.61995 4.77193
O -0.92612 -3.02798 -2.98546
C -1.07589 -2.02846 -2.29035
O -1.51487 -1.93370 -1.10151
C -0.66553 -0.68633 -2.89949
C -0.73139 -0.43908 -4.26365
C -0.41526 0.82616 -4.71816
C -0.01050 1.79063 -3.80806
C 0.04631 1.44995 -2.46664
N -0.27819 0.23684 -2.03400
H -1.03638 -1.24378 -4.91968
H -0.47815 1.06247 -5.77483
H 0.25133 2.79277 -4.12117
H 0.35072 2.15649 -1.70119
N -2.35334 2.95553 -1.23331
C -3.28020 2.09624 -1.63909
N -4.07707 2.49967 -2.66267
S -3.51506 0.57161 -0.93737
H -2.17407 3.79019 -1.76640
H -1.59941 2.60028 -0.60120
H -4.01016 3.41705 -3.06414
H -4.78737 1.86610 -2.97662
C 1.85973 -1.40639 -0.65657
N 3.02845 -2.19342 -0.25037
C 3.67227 -1.49541 0.86949
N 2.77368 -1.30781 2.01017
C 1.60384 -0.54351 1.55924
N 0.90386 -1.21851 0.44565
C 0.47721 -2.56327 0.92428
N 1.62813 -3.36241 1.37157
C 2.55187 -3.49639 0.24312
C 2.30827 -2.63166 2.44465
H 1.35416 -1.91493 -1.47737
H 2.19322 -0.42508 -0.99910
H 4.01426 -0.51673 0.52594
H 4.53912 -2.07576 1.19150
H 1.92797 0.44148 1.21825
H 0.90400 -0.42213 2.37858
H -0.03611 -3.07511 0.11795
H -0.21779 -2.41071 1.74662
H 2.04128 -4.01462 -0.56996
H 3.41505 -4.08752 0.55437
H 3.16806 -3.21316 2.78509
H 1.61559 -2.50199 3.27703

Force components x, y, z for each atom (eV/Å):
Mn 0.7116 0.2484 -0.1463
Cl 0.0061 -0.0573 -0.1097
C -0.0415 -0.2257 -0.0117
C 0.0312 0.0980 -0.1919
Cl 0.0081 -0.1114 -0.0912
C 0.0164 0.1570 0.1312
Cl -0.0359 -0.0612 0.1000
C -0.0460 0.2564 -0.3682
O 0.2560 -0.2352 0.1376
C -0.0730 -0.3628 -0.1686
O -0.3476 0.0784 0.1092
C -0.0255 0.1131 0.2557
Cl 0.0090 0.1280 0.0187
O -0.1335 -0.1145 0.0023
C 0.0109 0.2135 -0.0552
O 0.0860 -0.1856 0.0637
C -0.1210 -0.3986 -0.4396
C 0.0645 -0.1710 0.0244
C -0.0044 -0.0225 -0.2151
C 0.1140 0.0476 0.2211
C 0.3668 0.2944 -0.2207
N -0.7928 0.3437 0.6623
H 0.0089 0.0445 0.0290
H -0.0061 -0.0090 0.0415
H 0.0036 -0.0147 -0.0093
H -0.0273 -0.0401 -0.0360
N 0.4379 -0.0546 0.0381
C -0.2066 -0.1182 -0.0679
N 0.0067 -0.1651 0.1367
S 0.3742 0.1616 -0.0849
H -0.0502 0.0242 -0.0156
H -0.3857 0.1146 0.2838
H -0.0139 0.0147 0.0216
H -0.0421 0.0082 -0.0078
C 0.0825 -0.0658 0.0419
N -0.0854 0.0177 0.1180
C -0.1015 -0.0186 -0.0130
N -0.1000 -0.0463 -0.0967
C 0.2200 -0.0450 -0.1325
N -0.4834 -0.0345 -0.0629
C 0.3620 -0.0566 0.1964
N -0.0077 0.1734 -0.0676
C -0.0621 0.1331 0.0389
C -0.0448 0.0450 -0.0934
H 0.0332 -0.0501 -0.0001
H 0.0051 0.0176 -0.0132
H 0.0002 0.0156 -0.0157
H 0.0253 -0.0237 0.0223
H -0.0198 0.0410 -0.0181
H 0.0020 -0.0451 0.0903
H -0.0099 -0.0375 -0.0900
H -0.0215 0.0112 0.0469
H -0.0067 0.0008 -0.0192
H 0.0446 -0.0160 0.0213
H 0.0275 -0.0150 -0.0059
H -0.0186 0.0001 0.0151

- HOMO-LUMO gap (spin up / spin down): 6.4 / 6.3 eV
- Multiplicity: 2
- Total charge: -1
- Expectation value of S²: 1.025
- HOMO (spin up / spin down): -4.18 / -4.09 eV
- Energy: -4810.4273 a.u.

=====

No. 4
Computed, not measured: a single C19H20ClF2N5O molecule, with ωB97M-V/def2-TZVPD.

Geometry (Å):
C 5.30622 -2.33048 4.25675
O 5.28497 -0.96644 3.81288
C 4.11265 -0.44612 3.31991
C 3.95155 0.96701 3.65048
C 2.79556 1.64033 3.24982
F 2.56802 2.93216 3.62670
C 1.81736 0.98200 2.43410
C 0.63845 1.69753 1.93757
N -0.26291 1.07026 1.18432
C -1.24561 1.98838 0.87908
C -2.33215 1.81223 0.02359
N -2.51691 0.58746 -0.69939
C -3.18749 0.37315 -1.99859
C -2.34352 -0.92259 -2.43706
C -0.88308 -0.61936 -2.76514
C -0.03597 -1.86964 -3.24275
N -0.65854 -2.48857 -4.33029
C -2.04336 -2.85050 -4.11973
C -2.85391 -1.68446 -3.68128
C -3.16929 2.97442 -0.15448
Cl -4.51752 3.09244 -1.34177
C -2.90977 4.09470 0.68554
N -1.87220 4.20791 1.53280
C -0.99351 3.15585 1.58969
N 0.19510 2.88974 2.26436
C 2.01763 -0.35256 2.03509
C 3.12085 -1.13085 2.50833
F 3.26462 -2.38840 2.14233
H 5.65601 -3.06531 3.56476
H 6.20399 -2.35600 4.97659
H 4.46848 -2.61301 4.85188
H 4.77013 1.39090 4.21474
H -1.68609 0.00175 -0.55391
H -3.03907 1.20370 -2.63883
H -4.23563 0.19691 -1.86434
H -2.33576 -1.50378 -1.58377
H -0.74968 0.29143 -3.39641
H -0.43030 -0.23406 -1.86648
H 0.92906 -1.62533 -3.73958
H 0.03134 -2.51037 -2.31629
H -0.05796 -3.31667 -4.62164
H -2.07242 -3.69880 -3.35226
H -2.38765 -3.20400 -5.08519
H -3.84688 -2.00344 -3.41186
H -2.91993 -0.92285 -4.45687
H -3.60952 4.92722 0.65408
H 0.80020 3.61957 2.72170
H 1.26441 -0.99345 1.54086

Force components x, y, z for each atom (eV/Å):
C 3.0269 0.7567 1.9714
O -0.9333 -0.5218 -0.5786
C -0.8074 0.8174 -0.3822
C -0.9103 -1.8398 -0.8467
C 0.0634 -1.5589 -0.6724
F 0.3634 -0.6479 -0.2036
C 0.9991 0.5758 0.3169
C -1.6942 -3.2776 -1.1233
N 0.8503 -0.5176 -0.7564
C 1.1191 -0.7622 1.1261
C -2.4262 -0.2140 -3.0193
N 0.8604 2.0612 2.2029
C 2.6481 -2.0397 0.9278
C -0.1731 1.3591 -3.2054
C 1.4035 1.0941 -0.0166
C -0.1193 1.5994 1.1256
N 0.1673 -2.0158 -1.9089
C 1.0674 -1.6252 0.5637
C -0.9977 1.3495 1.3168
C 1.0011 -0.5293 0.8730
Cl 0.9986 -0.1085 1.1564
C 0.7053 -0.8318 -0.0163
N 0.9361 -0.3222 0.2450
C -2.3698 0.4326 -1.3176
N 0.5395 5.0870 1.4971
C 0.8676 -1.7614 1.3552
C 0.4980 4.1445 1.0811
F 0.0704 -0.7082 -0.0570
H -0.6274 -0.2482 -1.2105
H -1.3406 0.2839 -0.6831
H -0.9425 -0.1528 -0.0155
H -0.2374 0.2445 0.0831
H -0.7667 0.4706 0.0143
H 0.2008 0.6847 -0.8675
H -0.5463 -0.3472 -0.0183
H -0.2777 -1.7771 1.7051
H -0.4282 -0.9189 -0.3609
H 0.6609 -0.1590 0.5692
H -0.0657 0.4164 1.5900
H 0.4102 0.2052 -0.6510
H -1.4090 1.3686 0.3112
H -0.4588 0.8160 -0.7145
H -0.4355 -0.3372 0.0388
H -0.6616 -0.3117 -0.3843
H -0.0779 -0.1538 -0.3686
H 0.2304 -0.0316 0.0011
H -1.2414 -1.1745 -0.6042
H 0.2603 1.1267 -0.0895

- SMILES: COc1cc(F)c(-c2nc3c(NCC4CCNCC4)c(Cl)cnc3[nH]2)cc1F
- HOMO-LUMO gap: 7.9 eV
- Multiplicity: 1
- HOMO: -7.90 eV
- Energy: -1744.8932 a.u.

=====

No. 5
Computed, not measured: a single C19H20F3N3O3 molecule, with ωB97M-V/def2-TZVPD.

Geometry (Å):
O -0.31949 -0.08169 -1.54319
C -0.99036 0.90294 -1.28476
O -2.25343 1.05027 -1.69597
C -2.89181 -0.10032 -2.22605
C -3.65861 -0.81524 -1.10095
N -2.76864 -1.06765 0.01346
C -3.38107 -1.01665 1.32877
C -4.16629 -2.29484 1.65033
O -3.33840 -3.43295 1.55000
C -2.76493 -3.53681 0.26280
C -1.96754 -2.27723 -0.09727
C -0.50020 2.07217 -0.53905
C -1.34393 3.14911 -0.28163
C -0.87644 4.24405 0.42220
C 0.44218 4.21795 0.85125
N 1.26447 3.21390 0.63010
C 0.83593 2.14630 -0.04563
N 1.68333 1.11183 -0.26673
C 3.00613 0.93401 0.08514
C 3.76685 1.87059 0.78784
C 5.08769 1.60425 1.09414
C 5.68474 0.41376 0.71588
C 4.92914 -0.51612 0.01335
C 5.53857 -1.82958 -0.38256
F 5.04782 -2.30865 -1.53780
F 5.31531 -2.79082 0.53895
F 6.87043 -1.76786 -0.53500
C 3.60328 -0.26965 -0.29881
H -3.58139 0.24734 -2.99751
H -2.13809 -0.75907 -2.66700
H -4.11922 -1.71971 -1.52469
H -4.45519 -0.15056 -0.75865
H -4.03109 -0.14258 1.39741
H -2.57130 -0.90874 2.05742
H -4.53486 -2.27802 2.67720
H -5.02223 -2.39179 0.96233
H -2.11235 -4.41023 0.29252
H -3.55884 -3.71104 -0.48160
H -1.56319 -2.35746 -1.10559
H -1.13139 -2.17326 0.60039
H -2.36089 3.11460 -0.63989
H -1.51151 5.08903 0.63166
H 0.86905 5.04460 1.40477
H 1.25195 0.34422 -0.78670
H 3.30551 2.79737 1.08321
H 5.66351 2.33719 1.63792
H 6.71617 0.20763 0.95325
H 3.03059 -1.00461 -0.84523

Force components x, y, z for each atom (eV/Å):
O -0.1602 0.1261 -0.0318
C 0.1965 -0.2230 -0.0580
O -0.0046 0.3094 0.0130
C -0.2293 -0.6391 -0.0157
C 0.3044 0.2693 -0.2525
N -0.0550 0.0862 0.0286
C -0.1871 -0.3081 0.1441
C 0.0089 0.3697 0.0680
O 0.0680 -0.0365 0.0850
C 0.2084 0.1479 -0.2042
C -0.1159 -0.3041 0.0816
C -0.0277 0.2845 0.1698
C 0.2882 -0.1157 0.0371
C 0.0037 0.0520 0.0263
C -0.4019 0.0986 -0.0834
N 0.2915 -0.2762 -0.0399
C -0.3992 0.1357 -0.0736
N -0.5009 -0.4656 -0.3909
C 0.6577 0.0231 0.2580
C -0.0638 0.1275 0.0372
C 0.1068 -0.2313 -0.0502
C -0.0287 -0.0828 -0.0580
C 0.0008 0.0515 -0.0303
C 0.1036 -0.3486 0.0074
F -0.2017 0.1087 -0.1504
F -0.1047 0.0419 0.1596
F 0.1378 0.2271 0.0469
C 0.1261 0.1128 0.0852
H 0.0995 -0.0268 0.0482
H -0.1759 0.1117 -0.0099
H -0.0755 0.0662 0.0159
H -0.0318 -0.0788 -0.0243
H 0.0152 0.0165 0.0341
H -0.0912 0.0207 0.0666
H -0.0670 0.0413 -0.0676
H 0.0265 -0.0031 0.0677
H -0.0339 0.0205 -0.0993
H 0.0603 -0.0273 0.0506
H 0.0828 -0.0087 -0.0054
H 0.0542 -0.0885 -0.0803
H -0.0454 -0.0089 -0.0172
H -0.0427 0.0813 0.0245
H -0.0592 0.1248 0.0442
H 0.0811 0.2734 0.1526
H 0.1133 -0.0592 0.0039
H 0.0365 0.0897 0.0513
H 0.0893 -0.0131 0.0086
H -0.0577 -0.0723 -0.0731

- SMILES: O=C(OCCN1CCOCC1)c1cccnc1Nc1cccc(C(F)(F)F)c1
- HOMO-LUMO gap: 8.2 eV
- Multiplicity: 1
- HOMO: -8.01 eV
- Energy: -1425.6435 a.u.

=====

What did we get for F_max? Answer: 0.065; 0.410; 1.089; 5.330; 0.788 eV/A, in the order shown.